# 1
C5H13N2 | ωB97M-V with the def2-TZVPD basis set

Computed properties:
Net charge = +1
Highest occupied orbital energy = -13.82 eV
Relative energy (zero: lowest compared OMol25 entry of this formula, charge and spin) = 60.0 kcal/mol
DFT total energy = -307.526066 hartree
Kohn-Sham gap = 10.432 eV

```
20
Properties=species:S:1:pos:R:3:forces:R:3
C -1.809 -0.260 0.431 0.6 0.6 2.6
C -3.262 -0.206 0.254 -1.3 -2.2 1.9
C 1.751 1.171 -0.857 -1.2 1.1 1.9
C 1.708 -1.275 -0.340 -1.0 -3.1 1.2
C 1.515 0.067 0.174 0.6 1.6 -1.2
N -0.846 0.021 -0.308 1.7 0.7 -2.3
N 1.540 0.318 1.438 0.2 0.6 0.9
H -1.429 -0.560 1.481 -0.9 0.2 -1.3
H -3.575 0.051 -0.692 -0.2 0.6 -2.5
H -3.885 0.517 0.906 1.3 -1.7 -0.3
H -3.499 -1.373 0.342 -0.3 2.5 0.3
H 2.653 0.862 -1.339 0.3 0.2 -1.0
H 1.845 2.219 -0.458 0.3 -1.1 0.2
H 0.840 1.302 -1.443 0.6 -0.6 -0.7
H 1.402 -2.072 0.404 -0.3 1.0 -0.6
H 1.134 -1.447 -1.244 0.2 0.1 -0.1
H 2.719 -1.639 -0.461 0.7 0.9 -0.5
H 1.573 -0.491 2.092 -0.1 1.3 -0.3
H -0.922 0.380 -1.304 -1.0 -0.7 1.5
H 1.572 1.332 1.722 -0.1 -1.9 0.1
```
Positions in Å, forces in eV/Å.


# 2
C4H9NO3 | ωB97M-V with the def2-TZVPD basis set

Computed properties:
Net charge = 0
SMILES = C=[N+]([O-])O.CCC=O
Highest occupied orbital energy (alpha / beta) = -9.54 / -9.54 eV
Relative energy (zero: lowest compared OMol25 entry of this formula, charge and spin) = 155.5 kcal/mol
DFT total energy = -438.081291 hartree
Kohn-Sham gap (alpha / beta) = 9.699 / 9.699 eV

```
17
Properties=species:S:1:pos:R:3:forces:R:3
C -0.307 -2.173 -0.377 -0.8 2.4 0.6
C -0.072 -0.738 -1.056 -1.3 -2.2 -1.5
C 0.251 0.933 1.518 0.1 1.2 -0.1
C -0.921 0.282 -0.399 -2.9 -0.4 -1.2
N 1.150 1.348 0.643 -0.2 -0.4 3.6
O 0.927 2.658 0.269 0.6 0.1 0.8
O 2.180 0.803 0.267 -0.1 -0.2 -0.6
O -1.218 1.378 -0.838 0.5 0.1 -0.2
H -0.243 -1.952 0.808 -0.3 -1.3 -2.8
H -1.299 -2.540 -0.784 0.8 0.5 1.2
H 0.389 -2.890 -0.781 0.6 -0.1 0.5
H -0.333 -0.855 -2.214 0.8 0.8 2.5
H 0.889 -0.329 -0.866 1.6 -0.4 -0.6
H 0.141 0.120 2.181 1.6 -1.7 -0.2
H -0.545 1.563 1.826 -0.3 1.3 -0.7
H -1.556 -0.154 0.400 0.1 0.2 0.3
H 0.567 2.548 -0.597 -0.9 0.1 -1.7
```
Positions in Å, forces in eV/Å.


# 3
C40H79AlF3O3 | ωB97M-V with the def2-TZVPD basis set

Computed properties:
Net charge = -1
Highest occupied orbital energy = -4.82 eV
Relative energy (zero: lowest compared OMol25 entry of this formula, charge and spin) = 0.0 kcal/mol
DFT total energy = -2339.236072 hartree
Kohn-Sham gap = 6.692 eV

```
126
Properties=species:S:1:pos:R:3:forces:R:3
C 7.705 -1.701 0.733 0.2 -0.6 -0.7
C 7.335 -1.150 -0.666 1.3 0.2 -0.6
C 8.700 -0.701 -1.302 -0.3 -0.3 0.5
C 6.790 -2.269 -1.617 -0.7 0.9 0.3
C 6.448 0.125 -0.653 0.3 -0.5 0.9
C 5.186 0.129 0.284 -0.2 1.1 -0.8
C 5.578 0.725 1.652 -0.3 -0.2 0.2
C 4.463 -1.233 0.426 -0.4 0.4 0.8
C 4.168 1.099 -0.402 0.9 -0.9 0.4
C 3.796 2.328 0.104 0.1 0.0 -0.2
C 2.871 3.084 -0.594 -0.1 0.9 0.6
C 2.302 2.643 -1.763 -0.1 0.4 -0.1
O 1.395 3.476 -2.373 -0.1 -0.7 0.1
C 0.106 2.879 -2.589 -0.9 1.0 -0.8
C -1.005 3.519 -1.708 0.1 -0.3 0.0
O -1.676 2.506 -0.989 0.1 0.5 -0.3
C -2.946 2.163 -1.547 -1.3 -0.9 0.5
C -4.117 2.765 -0.724 0.5 0.0 0.2
Al -4.819 1.508 0.738 -0.4 0.3 0.1
C -6.686 0.756 0.260 0.7 -0.6 -0.3
C -6.528 -0.752 -0.085 -0.2 1.1 0.8
O -6.436 -0.850 -1.518 0.2 -0.7 0.2
C -5.994 -2.112 -1.934 -0.4 0.2 0.3
C -7.136 -3.164 -1.874 0.4 1.3 -0.8
F -6.936 -4.126 -2.812 0.0 -0.2 0.5
F -8.296 -2.559 -2.206 0.0 -0.5 0.3
F -7.277 -3.733 -0.670 -0.1 -0.2 -0.3
C 2.692 1.419 -2.287 -0.5 0.1 -0.5
C 3.615 0.669 -1.603 0.1 -0.3 -0.2
H 8.659 -2.243 0.622 -0.3 0.1 0.1
H 7.885 -0.921 1.477 -0.3 -0.1 -0.1
H 6.977 -2.456 1.050 0.0 0.4 0.3
H 9.221 -1.611 -1.625 0.0 0.3 -0.2
H 9.357 -0.235 -0.552 -0.3 0.2 -0.2
H 8.522 -0.014 -2.140 0.3 -0.2 0.1
H 5.979 -1.806 -2.201 0.1 -0.4 0.0
H 6.368 -3.114 -1.062 0.2 0.1 -0.2
H 7.536 -2.589 -2.350 -0.1 -0.2 0.3
H 6.204 0.392 -1.689 -0.1 -0.2 0.2
H 7.100 0.937 -0.289 -0.2 -0.1 -0.2
H 6.233 1.597 1.525 -0.1 -0.2 0.0
H 6.077 -0.004 2.300 0.0 0.1 -0.2
H 4.696 1.088 2.198 0.1 -0.3 -0.1
H 4.392 -1.806 -0.500 0.2 0.0 0.2
H 3.431 -1.013 0.737 0.2 -0.1 -0.1
H 4.881 -1.826 1.249 0.1 -0.1 -0.4
H 4.215 2.715 1.027 -0.1 0.0 -0.1
H 2.544 4.048 -0.205 0.1 -0.2 -0.1
H 0.083 1.794 -2.459 0.2 0.2 0.2
H -0.163 3.108 -3.633 0.3 -0.3 0.1
H -1.739 4.059 -2.327 0.3 -0.1 0.0
H -0.559 4.278 -1.044 0.0 -0.4 0.1
H -3.027 2.382 -2.627 0.4 0.2 0.2
H -3.025 1.066 -1.461 0.3 0.2 -0.2
H -3.716 3.685 -0.264 -0.3 -0.1 -0.2
H -4.986 3.030 -1.348 0.3 0.0 -0.1
H -4.892 2.239 2.193 -0.1 0.2 0.1
H -3.876 0.208 0.944 0.2 -0.2 -0.2
H -7.409 0.881 1.077 0.1 0.0 -0.2
H -7.075 1.217 -0.662 -0.2 0.1 0.4
H -7.368 -1.339 0.326 0.1 -0.1 -0.5
H -5.599 -1.138 0.369 -0.2 -0.1 -0.3
H -5.164 -2.445 -1.290 -0.1 -0.2 -0.4
H -5.696 -2.025 -2.985 0.0 -0.1 0.2
H 2.252 1.061 -3.217 0.1 0.1 0.2
H 3.913 -0.290 -2.023 0.0 0.2 0.1
C 11.632 2.128 -1.980 0.0 0.1 -0.1
C 11.347 1.368 -3.271 0.0 0.0 0.1
C 12.000 -0.011 -3.317 0.0 -0.1 -0.1
C 13.529 -0.012 -3.263 0.0 0.1 0.1
C 14.217 0.789 -4.367 0.0 -0.1 0.0
C 13.933 0.257 -5.768 0.0 0.1 0.0
H 12.698 2.327 -1.854 0.0 0.0 0.0
H 11.117 3.091 -1.983 0.0 0.0 0.1
H 11.283 1.564 -1.112 0.0 0.0 0.0
H 11.663 1.971 -4.128 0.0 0.0 0.0
H 10.266 1.243 -3.368 0.0 0.0 0.0
H 11.667 -0.527 -4.223 0.0 0.0 0.0
H 11.626 -0.608 -2.479 0.0 0.0 0.0
H 13.876 -1.050 -3.310 0.0 0.0 0.0
H 13.860 0.369 -2.293 0.0 0.0 0.0
H 15.297 0.757 -4.195 0.0 0.0 0.0
H 13.930 1.843 -4.310 0.0 0.0 0.0
H 14.254 -0.783 -5.862 0.0 0.0 0.0
H 14.472 0.844 -6.515 0.0 0.0 0.0
H 12.871 0.311 -6.013 0.0 0.0 0.0
C -5.296 7.339 6.029 0.0 -0.1 0.2
C -5.028 5.849 5.840 0.1 0.1 -0.1
C -5.005 5.415 4.375 0.0 -0.1 0.0
C -6.319 5.613 3.620 0.0 0.2 0.0
C -7.529 4.904 4.227 0.0 -0.1 -0.1
C -7.379 3.387 4.256 -0.2 0.0 0.1
H -6.277 7.624 5.645 0.0 0.0 0.0
H -5.268 7.601 7.089 0.0 0.1 0.0
H -4.539 7.938 5.516 0.0 0.0 0.0
H -5.770 5.271 6.398 0.0 0.0 0.0
H -4.057 5.611 6.286 0.0 0.0 0.0
H -4.712 4.363 4.322 0.0 0.0 -0.1
H -4.219 5.970 3.853 0.0 0.0 0.0
H -6.180 5.262 2.593 0.0 -0.1 0.0
H -6.540 6.684 3.543 0.0 0.0 0.0
H -8.412 5.158 3.632 0.0 0.0 0.0
H -7.725 5.276 5.238 0.0 0.1 0.0
H -7.225 2.995 3.250 0.1 0.0 0.1
H -8.281 2.924 4.667 0.0 0.0 0.0
H -6.538 3.076 4.876 0.0 0.0 -0.1
C -9.398 -6.387 -0.885 -0.1 -0.2 0.0
C -10.547 -7.029 -0.113 0.0 0.1 -0.1
C -10.777 -6.401 1.260 -0.1 -0.1 0.1
C -9.605 -6.527 2.235 0.1 0.0 -0.1
C -9.152 -7.958 2.521 -0.1 0.0 0.1
C -10.228 -8.814 3.182 0.1 -0.1 -0.1
H -8.446 -6.507 -0.367 0.0 0.1 0.0
H -9.298 -6.849 -1.869 0.0 0.1 0.0
H -9.577 -5.321 -1.031 0.1 0.0 0.0
H -10.369 -8.105 -0.017 0.0 0.0 0.0
H -11.464 -6.923 -0.700 0.0 0.0 0.0
H -11.673 -6.846 1.706 0.0 0.0 0.0
H -11.004 -5.338 1.131 0.0 0.0 0.0
H -9.888 -6.050 3.179 0.0 0.0 0.0
H -8.753 -5.956 1.857 0.0 0.0 0.0
H -8.284 -7.918 3.185 0.0 0.0 0.0
H -8.811 -8.441 1.602 0.0 0.0 0.0
H -10.551 -8.372 4.127 0.0 0.0 0.0
H -9.843 -9.814 3.393 -0.1 0.0 0.0
H -11.103 -8.929 2.540 0.0 0.0 0.0
```
Positions in Å, forces in eV/Å.


# 4
C18H28BaNO7P4 | ωB97M-V with the def2-TZVPD basis set

Computed properties:
Net charge = +1
Highest occupied orbital energy = -8.67 eV
DFT total energy = -2674.352295 hartree
Kohn-Sham gap = 2.978 eV

```
59
Properties=species:S:1:pos:R:3:forces:R:3
C -0.573 3.520 1.328 0.4 0.4 -1.0
C -0.333 2.426 0.833 -0.4 0.9 0.2
P 0.026 0.693 0.042 1.7 2.0 0.4
C 0.340 -1.107 -0.533 0.7 -1.9 -0.5
O -0.899 -1.948 -0.545 0.9 -1.6 0.7
C -0.725 -3.084 0.154 -1.1 -1.6 1.8
C -1.613 -3.278 1.369 0.7 -1.4 0.4
C -1.568 -4.465 2.266 1.6 0.6 -2.5
C -0.628 -5.591 1.971 -0.1 2.8 -1.8
C 0.262 -5.466 0.792 -1.1 0.7 0.5
C 0.205 -4.184 -0.161 -1.6 0.6 2.2
C 1.839 1.018 0.577 1.4 0.9 0.1
C 2.958 0.037 0.143 1.1 -1.3 1.7
C 3.492 -0.300 -1.297 0.0 1.3 -0.3
N 3.619 -0.598 1.071 -0.8 0.5 -1.2
C 0.495 1.467 -1.658 0.9 2.0 -2.1
C 0.011 2.966 -1.861 -1.3 -0.1 -0.9
O -1.136 3.297 -2.030 1.1 -0.8 0.6
O 1.012 3.967 -1.974 -0.6 -0.7 0.6
C 0.707 5.166 -1.304 0.6 1.9 1.9
C -0.335 6.248 -1.742 -1.3 -0.7 -0.9
O 1.371 5.422 -0.320 -0.6 -0.6 -1.4
P -2.152 0.672 -0.454 -1.9 0.3 0.3
P -2.608 0.061 -2.479 -2.7 0.6 -3.2
O -2.900 1.197 -3.434 1.1 -1.4 1.4
O -4.072 -0.794 -2.373 2.1 0.2 0.0
O -1.540 -0.962 -3.263 -0.1 0.1 0.8
P -0.565 -0.187 2.018 -1.4 -2.1 0.2
C -1.682 0.877 3.055 0.9 0.8 1.4
C 0.748 -1.106 2.942 0.7 0.8 2.2
H -0.684 4.626 1.453 0.1 -1.8 0.2
H 0.733 -1.161 -1.590 -0.2 0.1 1.1
H 0.974 -1.715 0.193 0.0 1.4 -1.0
H -2.351 -2.467 1.632 1.0 -0.9 -0.7
H -2.261 -4.477 3.154 1.0 -0.2 -1.2
H -0.631 -6.477 2.650 0.3 0.8 -0.9
H 0.992 -6.353 0.635 -1.1 1.5 0.4
H 0.899 -4.086 -1.070 -3.2 4.8 4.3
H 2.134 2.063 0.223 -0.6 -1.3 0.1
H 1.835 1.156 1.708 0.2 -0.6 -1.3
H 2.696 -0.488 -2.069 0.7 0.2 0.8
H 4.052 0.628 -1.650 -0.7 -1.1 0.3
H 4.254 -1.131 -1.306 -1.0 0.8 0.4
H 3.276 -0.328 1.999 0.1 0.0 -0.3
H 0.126 0.907 -2.562 -0.1 0.5 0.9
H 1.617 1.540 -1.829 -1.3 -0.4 0.5
H 0.147 7.133 -2.238 -0.1 -1.0 0.5
H -1.120 5.836 -2.452 1.1 0.4 0.8
H -0.913 6.641 -0.849 1.1 -0.7 -0.8
H -2.732 -0.377 0.359 0.4 0.2 -0.9
H -4.494 -0.742 -3.258 0.4 0.2 0.6
H -1.169 -0.560 -4.072 -0.7 0.2 0.5
H -2.110 0.264 3.904 0.2 0.5 -1.1
H -2.458 1.366 2.409 0.7 -0.8 0.6
H -1.103 1.722 3.553 -0.7 -0.9 -0.7
H 1.500 -0.365 3.377 -0.6 -1.1 -0.5
H 0.275 -1.594 3.857 0.4 0.6 -1.1
H 1.304 -1.921 2.408 -0.7 0.9 0.1
Ba 1.457 -5.605 -1.703 2.5 -5.7 -3.2
```
Positions in Å, forces in eV/Å.